DFT (wB97M-V/def2-TZVPD) results for an isolated molecule of C3H7NOS in a non-equilibrium geometry.

The SMILES is CNCC(=O)S. As for the relative energy (zero: lowest compared OMol25 entry of this formula, charge and spin): 218.0 kJ/mol. The orbital gap comes out at 10.0 eV. For the LUMO energy, the calculation gives 0.6 eV. As for the HOMO energy: -9.42 eV. The value obtained for the maximum force is 5.85 eV Å⁻¹. The calculation puts the total energy at -646.62895 Eh.

Structure (ORCA input):
```
! RIJCOSX wB97M-V def2-TZVPD def2/J DEFGRID3
* xyz 0 1
C 1.850 -0.295 -0.130
C -0.422 0.800 0.007
C -1.870 0.512 -0.077
H 2.073 -0.603 -1.249
H 2.240 0.666 0.113
H 2.149 -1.227 0.446
H 0.200 -0.746 1.166
H -0.015 1.219 -0.887
H -0.183 1.660 0.845
H -1.262 -1.835 -0.220
N 0.386 -0.353 0.085
O -2.663 1.396 -0.056
S -2.483 -1.194 -0.043
*
```

=====

DFT (wB97M-V/def2-TZVPD) results for a cluster of 2 separate species, C5H6N2O in total in a non-equilibrium geometry.

As for the relative energy (zero: lowest compared OMol25 entry of this formula, charge and spin): 397.2 kJ/mol. The orbital gap comes out at 8.3 eV. For the LUMO energy, the calculation gives 0.0 eV. As for the HOMO energy: -8.36 eV. The value obtained for the maximum force is 2.13 eV Å⁻¹. The calculation puts the total energy at -378.71966 Eh.

Structure (ORCA input):
```
! RIJCOSX wB97M-V def2-TZVPD def2/J DEFGRID3
* xyz 0 1
C 0.926 -1.503 -0.302
C -1.122 0.119 -1.915
C -0.274 2.243 -1.024
C 0.768 -0.568 0.815
C 0.037 -1.243 1.999
N 1.453 -2.169 -1.080
N -0.542 1.208 -1.699
O 1.163 0.571 0.806
H -1.427 -0.055 -2.974
H 0.657 2.687 -1.055
H -1.126 2.645 -0.492
H 0.384 -0.687 2.817
H 0.060 -2.287 2.289
H -0.957 -0.960 1.814
*
```